This record from OMol25 describes a structure of composition C14H28NO6PSSe2V at a distorted geometry. The level of theory is wB97M-V/def2-TZVPD.

Computed properties:
Gap between HOMO and LUMO (spin up / spin down) (Eh): 0.208 / 0.232
Charge: -2
Lowest unoccupied orbital energy (spin up / spin down) (eV): 4.57 / 4.57
<S²>: 3.76
ΔE to the lowest compared entry with this formula, charge and spin (eV): 0.538
Multiplicity: 4

Cartesian coordinates (Å):
Se1 -1.319 -2.456 2.538
Se2 -2.574 0.604 0.657
V1 -0.132 -0.394 1.374
S1 3.231 0.502 5.082
P1 1.474 0.447 -0.520
O1 2.973 0.847 -0.553
O2 -3.894 -1.788 -1.324
O3 -4.188 -2.783 3.486
O4 1.190 0.490 -2.137
O5 1.336 -0.959 -0.072
O6 0.614 1.382 0.246
N1 1.389 -0.076 2.995
C1 0.414 1.281 -3.021
C2 -4.512 -2.339 -0.192
C3 3.355 2.259 1.476
C4 -3.864 -2.067 1.085
C5 1.389 1.562 -4.274
C6 4.130 -0.080 1.366
C7 -3.923 -0.600 1.501
C8 -0.073 2.636 -2.374
C9 5.149 1.630 -0.175
C10 -0.741 0.400 -3.427
C11 -2.455 -2.593 1.021
C12 3.859 1.185 0.570
C13 2.089 0.109 3.907
C14 -4.693 -2.815 2.144
H1 1.964 2.462 -4.103
H2 3.402 3.225 0.948
H3 4.751 -0.733 0.812
H4 4.615 0.097 2.331
H5 -5.602 -2.127 -0.125
H6 -3.234 -2.583 3.491
H7 -1.990 -2.101 0.186
H8 -3.653 -0.576 2.558
H9 -1.424 0.227 -2.653
H10 -4.626 -3.824 1.781
H11 -3.251 -1.070 -1.036
H12 5.365 1.021 -0.986
H13 0.556 2.887 -1.563
H14 -0.189 3.460 -3.122
H15 6.008 1.624 0.541
H16 2.248 2.093 1.655
H17 -1.006 2.513 -1.788
H18 -4.936 -0.281 1.364
H19 5.128 2.665 -0.607
H20 3.964 2.266 2.401
H21 -2.420 -3.666 0.851
H22 0.892 1.725 -5.257
H23 1.964 0.689 -4.267
H24 -5.739 -2.555 2.208
H25 3.215 -0.630 1.539
H26 -0.419 -0.594 -3.698
H27 -4.515 -3.360 -0.431
H28 -1.292 0.762 -4.406

***

This record from OMol25 describes a structure of composition C14H28O19PV at a distorted geometry. The level of theory is wB97M-V/def2-TZVPD.

Computed properties:
Gap between HOMO and LUMO (Eh): 0.267
Charge: -2
Lowest unoccupied orbital energy (eV): 3.93
Multiplicity: 1

Cartesian coordinates (Å):
V1 -0.364 0.277 -1.452
P1 2.125 -2.911 3.311
O1 2.278 -3.956 4.327
O2 -3.661 1.042 -6.966
O3 1.823 3.273 6.277
O4 2.951 -1.568 3.574
O5 0.693 1.092 -3.125
O6 0.648 -2.351 3.244
O7 -2.561 2.495 -0.117
O8 0.796 2.771 4.338
O9 -0.487 2.574 -0.969
O10 -0.375 -0.075 0.067
O11 0.683 3.341 -3.218
O12 0.811 -3.867 -1.800
O13 1.832 -2.638 -3.371
O14 2.435 -3.325 1.862
O15 0.544 -1.659 -1.857
O16 -1.822 0.066 -2.048
O17 1.825 2.124 -4.714
O18 -3.377 -0.867 -5.803
O19 -1.259 4.339 0.147
C1 -4.257 -0.401 -4.756
C2 -3.163 -0.047 -6.824
C3 1.104 -2.663 -2.386
C4 2.408 -2.398 0.750
C5 -4.612 -1.713 -4.059
C6 1.140 2.153 -3.703
C7 -0.267 4.284 5.817
C8 -2.341 -0.687 -7.914
C9 -0.111 -2.149 4.417
C10 -1.508 3.051 -0.332
C11 0.902 3.382 5.493
C12 4.269 -1.743 4.095
C13 1.692 1.691 3.987
C14 1.379 1.268 2.572
H1 -0.299 4.276 0.057
H2 0.508 -2.285 5.310
H3 -0.670 4.114 6.808
H4 -4.890 -2.421 -4.842
H5 4.716 -2.660 3.704
H6 4.226 -1.863 5.180
H7 0.181 3.101 -2.411
H8 1.299 -4.506 -2.331
H9 -0.574 -1.169 4.530
H10 4.896 -0.885 3.867
H11 2.944 -2.905 -0.045
H12 2.699 2.089 4.105
H13 1.399 -2.172 0.415
H14 -5.183 0.006 -5.159
H15 -2.680 -1.711 -8.089
H16 -5.467 -1.573 -3.393
H17 -0.114 5.294 5.448
H18 0.317 1.107 2.361
H19 -3.816 -2.136 -3.450
H20 -2.465 -0.189 -8.870
H21 2.912 -1.462 0.992
H22 1.690 2.067 1.901
H23 -1.307 -0.701 -7.566
H24 -1.082 3.921 5.172
H25 -3.771 0.279 -4.060
H26 -0.889 -2.912 4.467
H27 1.731 0.254 2.393
H28 1.515 0.836 4.643

***

This record from OMol25 describes a cluster of 7 separate species, C14H28O28S7 in total at a distorted geometry. The level of theory is wB97M-V/def2-TZVPD.

Computed properties:
SMILES string: O=S1(=O)OCCO1.O=S1(=O)OCCO1.O=S1(=O)OCCO1.O=S1(=O)OCCO1.O=S1(=O)OCCO1.O=S1(=O)OCCO1.O=S1(=O)OCCO1
Gap between HOMO and LUMO (Eh): 0.403
Lowest unoccupied orbital energy (eV): 0.01
ΔE to the lowest compared entry with this formula, charge and spin (eV): 6.300
Multiplicity: 1

Cartesian coordinates (Å):
S1 6.749 -0.264 3.975
S2 -4.664 -1.694 -4.701
S3 5.379 4.192 -2.260
S4 0.046 1.499 0.166
S5 0.526 2.682 8.334
S6 -6.829 1.759 3.228
S7 -2.008 -6.582 -1.852
O1 4.324 5.170 -2.353
O2 -4.551 -3.135 -4.821
O3 6.351 1.324 3.988
O4 -0.879 2.718 7.945
O5 -1.367 -5.325 -2.269
O6 -6.290 0.921 1.837
O7 7.827 -0.523 4.962
O8 0.903 2.998 9.690
O9 5.545 -1.034 3.870
O10 6.185 3.976 -3.692
O11 4.761 2.649 -2.257
O12 7.386 -0.342 2.455
O13 -3.383 -1.011 -4.465
O14 -2.542 -6.610 -0.497
O15 -0.691 2.812 0.144
O16 -1.055 -7.946 -2.133
O17 -5.926 3.125 2.865
O18 1.207 1.161 1.059
O19 0.486 1.171 -1.434
O20 -3.036 -7.157 -3.011
O21 1.316 1.270 7.830
O22 -6.281 1.096 4.401
O23 6.240 4.239 -1.093
O24 -5.812 -1.288 -3.559
O25 1.372 3.682 7.285
O26 -5.388 -0.857 -5.910
O27 -8.236 2.062 3.202
O28 -0.958 0.181 0.050
C1 -6.709 -0.683 -5.706
C2 -5.171 2.897 1.717
C3 -6.768 -0.410 -4.117
C4 5.614 2.937 -4.576
C5 -2.335 -7.618 -4.146
C6 6.406 1.778 2.672
C7 1.806 1.323 6.587
C8 2.248 2.814 6.398
C9 -1.184 -8.443 -3.425
C10 -0.351 -0.869 -0.672
C11 4.941 1.993 -3.536
C12 7.320 0.895 1.844
C13 0.696 -0.210 -1.567
C14 -5.864 1.735 0.831
H1 0.983 1.115 5.903
H2 -6.695 1.986 0.172
H3 -1.801 -6.763 -4.560
H4 6.871 2.756 2.548
H5 -7.246 -1.609 -5.912
H6 -7.783 -0.576 -3.755
H7 -7.032 0.085 -6.410
H8 -3.062 -8.220 -4.691
H9 6.399 2.386 -5.094
H10 0.680 -0.445 -2.631
H11 8.304 1.362 1.798
H12 6.978 0.889 0.809
H13 2.621 0.600 6.551
H14 -0.144 -8.255 -3.692
H15 5.661 1.228 -3.247
H16 2.077 3.078 5.355
H17 -6.407 0.574 -3.817
H18 3.999 1.503 -3.781
H19 4.888 3.430 -5.223
H20 -4.163 2.584 1.989
H21 3.276 3.051 6.674
H22 -1.125 -1.391 -1.234
H23 -5.259 1.148 0.140
H24 1.679 -0.379 -1.126
H25 5.452 1.858 2.151
H26 0.168 -1.361 0.152
H27 -1.563 -9.465 -3.420
H28 -5.115 3.771 1.068

***

This record from OMol25 describes a structure of composition C14H28PdSi2Te. The level of theory is wB97M-V/def2-TZVPD.

Computed properties:
Gap between HOMO and LUMO (spin up / spin down) (Eh): 0.241 / 0.241
Charge: +2
Lowest unoccupied orbital energy (spin up / spin down) (eV): -9.54 / -9.55
ΔE to the lowest compared entry with this formula, charge and spin (eV): 0.000
Multiplicity: 1

Cartesian coordinates (Å):
Te1 -2.823 -0.339 -0.927
Pd1 -1.397 1.357 0.324
Si1 -4.656 2.374 -1.241
Si2 -3.122 -3.548 -0.908
C1 -3.656 -4.970 0.124
C2 0.911 0.398 0.190
C3 -4.177 2.141 -3.017
C4 -1.434 -3.683 -1.677
C5 -4.396 -3.088 -2.186
C6 -4.603 0.666 -0.398
C7 0.616 2.717 0.751
C8 1.057 1.743 -0.145
C9 0.027 1.009 2.388
C10 -3.319 3.379 -0.371
C11 0.099 2.352 2.012
C12 -2.961 -2.033 0.307
C13 -6.320 3.114 -1.012
C14 0.395 0.028 1.467
H1 -0.975 -2.702 -1.835
H2 -6.371 4.093 -1.495
H3 -7.081 2.478 -1.469
H4 -0.297 0.733 3.382
H5 -3.112 1.933 -3.153
H6 -4.395 3.048 -3.586
H7 -3.727 -5.876 -0.485
H8 -3.009 4.239 -0.968
H9 -4.642 -4.777 0.551
H10 -3.610 3.721 0.621
H11 -1.487 -4.167 -2.655
H12 -4.746 1.329 -3.476
H13 -4.025 -2.376 -2.931
H14 0.708 3.764 0.494
H15 -2.953 -5.168 0.935
H16 1.257 -0.367 -0.492
H17 -3.829 -1.889 0.952
H18 -2.057 -2.142 0.906
H19 -4.680 -3.987 -2.740
H20 1.512 2.025 -1.084
H21 -6.567 3.243 0.044
H22 0.374 -1.015 1.754
H23 -4.604 0.714 0.692
H24 -0.756 -4.271 -1.055
H25 -0.192 3.124 2.713
H26 -5.313 -2.691 -1.740
H27 -2.331 2.842 -0.234
H28 -5.435 0.034 -0.723

***

This record from OMol25 describes a cluster of 3 separate species, C14H29B4Br2NO8 in total at a distorted geometry. The level of theory is wB97M-V/def2-TZVPD.

Computed properties:
SMILES string: CC(C)=NB1OB(OB(O)O)OB([C@@H](Br)[C@H](C)Br)O1.C1CCOC1.C1CCOC1
Gap between HOMO and LUMO (Eh): 0.330
Lowest unoccupied orbital energy (eV): -0.25
Multiplicity: 1

Cartesian coordinates (Å):
Br1 1.783 2.914 3.295
Br2 3.638 0.129 1.382
O1 1.116 0.622 -1.218
O2 0.230 -2.362 -2.124
O3 -0.850 -1.342 -4.235
O4 0.810 2.807 0.072
O5 -3.138 -0.102 1.914
O6 4.648 -4.374 -0.815
O7 -1.264 -0.260 -1.904
O8 -0.593 2.260 -2.097
N1 -0.519 4.645 -1.168
C1 -1.741 4.825 -0.567
C2 -2.506 6.274 -0.892
C3 5.941 -4.408 -1.436
C4 -0.532 0.900 3.030
C5 5.993 -3.248 -2.407
C6 -3.659 -2.219 0.991
C7 -2.489 3.789 0.461
C8 5.089 -2.241 -1.743
C9 -2.913 -0.923 0.760
C10 1.634 0.493 1.397
C11 -4.818 -1.768 1.843
C12 4.021 -3.125 -1.137
C13 -4.182 -0.694 2.699
C14 1.112 1.066 2.842
B1 1.153 1.372 0.086
B2 -0.613 -1.311 -2.749
B3 -0.270 0.857 -1.743
B4 -0.073 3.166 -1.054
H1 -5.596 -1.329 1.209
H2 -1.839 -1.076 0.621
H3 1.585 0.349 3.671
H4 -1.693 7.138 -0.936
H5 4.685 -1.494 -2.430
H6 -5.268 -2.571 2.432
H7 -3.961 -2.709 0.062
H8 5.567 -3.549 -3.371
H9 6.693 -4.300 -0.648
H10 -1.817 3.564 1.420
H11 -4.896 0.076 3.004
H12 0.041 -2.367 -1.138
H13 6.088 -5.374 -1.929
H14 -3.724 -1.122 3.597
H15 -0.682 -0.216 3.418
H16 -1.129 0.977 2.027
H17 -3.264 6.459 0.005
H18 5.637 -1.718 -0.950
H19 7.007 -2.882 -2.580
H20 -0.983 1.596 3.855
H21 3.220 -3.328 -1.855
H22 -2.887 2.810 -0.042
H23 -3.306 -0.388 -0.112
H24 3.580 -2.691 -0.235
H25 -1.617 -0.686 -4.387
H26 1.139 -0.585 1.267
H27 -3.031 -2.915 1.558
H28 -3.448 4.360 0.883
H29 -3.109 6.229 -1.897

***

This record from OMol25 describes a cluster of 5 separate species, C14H29BBr13N in total at a distorted geometry. The level of theory is wB97M-V/def2-TZVPD.

Computed properties:
Gap between HOMO and LUMO (Eh): 0.300
Lowest unoccupied orbital energy (eV): 0.02
Multiplicity: 1

Cartesian coordinates (Å):
Br1 -2.735 -3.711 1.249
Br2 -0.867 2.707 -0.447
Br3 5.627 2.311 0.206
Br4 -4.379 5.447 -2.543
Br5 -2.269 -3.111 3.554
Br6 -1.180 -4.973 -3.576
Br7 -6.764 3.961 -0.147
Br8 7.795 1.070 -2.514
Br9 -0.919 -2.706 -0.672
Br10 3.959 -3.079 -1.377
Br11 -4.023 -4.775 6.347
Br12 5.547 -1.658 1.640
Br13 -3.834 0.863 0.750
N1 1.498 -2.639 1.372
C1 -0.008 -2.637 -2.396
C2 -3.663 2.133 -0.721
C3 -0.723 -1.282 2.074
C4 4.971 -1.426 -1.160
C5 -0.934 -3.038 -3.520
C6 7.407 2.901 -1.963
C7 7.322 3.013 -0.459
C8 -2.219 -4.036 6.268
C9 -2.355 1.948 -1.454
C10 -6.327 5.373 -2.603
C11 0.672 -1.544 1.191
C12 -2.188 -2.754 5.470
C13 -6.925 5.575 -1.231
C14 6.137 -1.618 -0.219
B1 -1.950 -1.851 1.082
H1 2.313 -2.577 0.689
H2 0.308 -1.596 -2.508
H3 -2.363 2.493 -2.402
H4 -2.109 0.900 -1.645
H5 -6.456 6.386 -0.667
H6 7.336 4.062 -0.149
H7 -2.349 -1.121 0.222
H8 8.240 3.495 -2.348
H9 -8.000 5.763 -1.302
H10 -1.943 -3.850 7.310
H11 -3.014 -2.076 5.704
H12 -0.616 -1.909 3.063
H13 -1.572 -4.817 5.859
H14 1.016 -0.784 0.337
H15 6.826 -0.770 -0.280
H16 4.264 -0.661 -0.825
H17 -6.621 6.184 -3.275
H18 -1.929 -2.592 -3.442
H19 0.878 -3.274 -2.314
H20 -0.499 -2.779 -4.489
H21 5.322 -1.174 -2.164
H22 -1.240 -2.229 5.621
H23 -4.508 1.920 -1.381
H24 6.692 -2.543 -0.398
H25 -3.784 3.133 -0.295
H26 6.487 3.199 -2.474
H27 8.117 2.474 0.063
H28 -6.596 4.416 -3.058
H29 -0.871 -0.133 2.348

***

This record from OMol25 describes a structure of composition C14H29BCuF4NO4S at a distorted geometry. The level of theory is wB97M-V/def2-TZVPD.

Computed properties:
Gap between HOMO and LUMO (Eh): 0.165
Charge: -2
Lowest unoccupied orbital energy (eV): 4.30
ΔE to the lowest compared entry with this formula, charge and spin (eV): 0.000
Multiplicity: 1

Cartesian coordinates (Å):
Cu1 1.279 -0.055 1.518
S1 -2.368 -0.635 2.778
F1 3.239 1.899 2.145
F2 2.681 2.072 4.393
F3 2.222 3.797 2.848
F4 1.046 1.822 2.836
O1 -0.205 0.825 -0.097
O2 -3.011 -1.627 3.646
O3 -0.928 -0.642 2.694
O4 3.025 -1.158 2.447
N1 0.652 0.203 -1.032
C1 0.458 -2.143 -0.248
C2 1.398 -0.976 -3.718
C3 2.952 -2.527 2.707
C4 2.030 2.115 -1.491
C5 1.107 1.057 -2.116
C6 -1.257 -1.244 -1.876
C7 -2.946 1.078 3.073
C8 1.104 -1.819 -2.490
C9 0.216 -1.136 -1.420
C10 -3.130 -0.775 1.149
C11 -0.010 1.841 -2.861
C12 -4.078 1.328 2.081
C13 1.973 0.341 -3.161
C14 -3.579 0.644 0.795
B1 2.303 2.417 3.075
H1 -4.220 2.384 1.852
H2 2.937 -2.720 3.792
H3 2.591 2.636 -2.274
H4 -0.685 2.371 -2.189
H5 3.784 -3.084 2.236
H6 2.144 1.018 -4.005
H7 1.484 2.831 -0.875
H8 -5.017 0.925 2.467
H9 -1.805 -0.613 -1.170
H10 2.975 0.120 -2.780
H11 -0.565 1.203 -3.554
H12 -4.316 0.591 -0.010
H13 -1.331 -0.765 -2.857
H14 -3.154 1.248 4.125
H15 2.037 -1.471 -4.451
H16 0.438 2.623 -3.486
H17 0.469 -0.697 -4.233
H18 0.712 -2.790 -2.813
H19 -0.178 -1.859 0.603
H20 -2.078 1.642 2.722
H21 0.216 -3.152 -0.575
H22 -2.737 1.170 0.336
H23 1.442 -1.958 0.193
H24 -1.715 -2.232 -1.929
H25 -2.471 -1.362 0.514
H26 -4.015 -1.390 1.326
H27 2.089 -2.072 -2.083
H28 2.746 1.663 -0.802
H29 2.048 -2.961 2.242

***

This record from OMol25 describes a cluster of 4 separate species, C14H29Cl6O2S in total at a distorted geometry. The level of theory is wB97M-V/def2-TZVPD.

Computed properties:
Gap between HOMO and LUMO (Eh): 0.330
Charge: +1
Lowest unoccupied orbital energy (eV): -3.39
ΔE to the lowest compared entry with this formula, charge and spin (eV): 0.000
Multiplicity: 1

Cartesian coordinates (Å):
Cl1 -1.938 3.694 2.644
Cl2 5.353 0.451 0.438
Cl3 -4.363 1.340 2.470
Cl4 2.989 0.966 -1.863
Cl5 -1.632 1.005 -2.897
Cl6 -0.024 2.126 -5.709
S1 -3.864 -2.864 1.603
O1 1.990 -3.072 -1.144
O2 1.193 -1.951 0.510
C1 2.189 -2.642 -0.095
C2 -0.390 0.326 0.122
C3 -3.764 2.149 3.947
C4 3.505 -2.890 0.592
C5 0.592 0.312 1.308
C6 -3.597 -1.826 0.128
C7 1.604 -0.843 1.323
C8 -1.826 -0.043 0.514
C9 0.358 0.677 -4.748
C10 5.624 0.887 -1.272
C11 -3.383 3.581 3.679
C12 4.551 1.817 -1.771
C13 -0.868 0.021 -4.174
C14 -2.126 -1.446 -0.002
H1 -3.147 4.078 4.618
H2 -3.916 -2.029 2.664
H3 -4.565 2.105 4.683
H4 -1.614 -0.174 -4.941
H5 -5.122 -3.339 1.487
H6 6.599 1.368 -1.332
H7 -4.190 4.125 3.194
H8 4.430 2.682 -1.124
H9 0.863 -0.021 -5.414
H10 3.944 -2.018 1.067
H11 -2.525 0.644 0.055
H12 3.476 -3.721 1.285
H13 1.722 -1.152 2.355
H14 1.158 1.229 1.286
H15 -1.898 -1.467 -1.056
H16 -4.284 -0.990 0.098
H17 -0.590 -0.927 -3.714
H18 -0.078 -0.276 -0.720
H19 0.014 0.284 2.225
H20 -3.871 -2.479 -0.692
H21 4.791 2.170 -2.772
H22 2.540 -0.461 0.942
H23 4.194 -3.169 -0.187
H24 1.050 0.970 -3.962
H25 -2.918 1.579 4.325
H26 -0.437 1.343 -0.237
H27 -1.487 -2.138 0.533
H28 -1.972 0.039 1.583
H29 5.659 -0.032 -1.852